No. 1
144
Properties=species:S:1:pos:R:3 method="wB97M-V/def2-TZVPD" homo_energy_ev="-3.0777 / -3.0732" e_above_lowest_kj_mol=120.8 charge=-1 gap_ev="4.26 / 4.25" max_force_ev_per_a=2.316 lumo_ev="1.185 / 1.175"
Ti 0.463 0.232 -0.176
C -1.675 -0.788 3.828
C -0.529 0.195 3.575
C -0.667 1.349 4.575
C 0.844 -0.411 3.745
C 1.134 -0.881 5.021
C 2.396 -1.280 5.399
C 3.403 -1.221 4.459
C 3.152 -0.813 3.159
C 4.311 -0.862 2.191
C 5.299 0.282 2.427
C 5.018 -2.218 2.292
C 1.857 -0.395 2.760
N 1.727 0.098 1.429
C 2.327 1.290 1.262
C 2.977 1.809 0.116
C 3.734 2.988 0.320
C 4.554 3.517 -0.644
C 4.668 2.862 -1.866
C 3.912 1.741 -2.121
C 2.994 1.209 -1.193
N 2.132 0.215 -1.543
C 2.521 -0.479 -2.741
C 3.588 -1.405 -2.629
C 4.106 -2.063 -3.732
C 3.567 -1.882 -4.982
C 2.499 -1.023 -5.102
C 1.975 -0.292 -4.037
C 0.931 0.706 -4.510
C 1.558 2.103 -4.599
C -0.421 0.668 -3.804
C 4.246 -1.733 -1.309
C 5.561 -0.959 -1.160
C 4.508 -3.241 -1.178
H -2.624 -0.255 3.777
H -1.586 -1.236 4.818
H -1.683 -1.577 3.075
H -0.618 0.560 2.550
H -1.551 1.941 4.348
H 0.208 1.992 4.546
H -0.771 0.957 5.586
H 0.351 -0.896 5.764
H 2.591 -1.618 6.406
H 4.408 -1.491 4.748
H 3.916 -0.749 1.181
H 5.670 0.274 3.449
H 4.820 1.239 2.238
H 6.144 0.192 1.747
H 5.543 -2.322 3.238
H 5.754 -2.328 1.500
H 4.294 -3.028 2.215
H 2.500 1.873 2.177
H 3.651 3.475 1.284
H 5.117 4.419 -0.450
H 5.331 3.231 -2.636
H 3.990 1.264 -3.088
H 4.951 -2.723 -3.609
H 3.967 -2.400 -5.841
H 2.071 -0.884 -6.087
H 0.705 0.423 -5.547
H 1.914 2.453 -3.633
H 0.825 2.815 -4.973
H 2.404 2.085 -5.288
H -0.915 -0.278 -4.028
H -0.318 0.764 -2.718
H -1.032 1.486 -4.185
H 3.553 -1.428 -0.517
H 6.164 -1.076 -2.058
H 6.141 -1.333 -0.320
H 5.378 0.102 -1.006
H 5.386 -3.535 -1.749
H 3.654 -3.808 -1.543
H 4.695 -3.509 -0.141
C -6.256 4.397 1.991
C -5.369 3.665 3.005
C -6.207 2.609 3.740
C -4.889 4.682 4.045
C -4.224 2.998 2.256
C -2.897 3.359 2.397
C -1.908 2.677 1.713
Br -0.138 3.298 2.090
C -2.138 1.587 0.842
O -1.127 0.922 0.317
C -3.517 1.299 0.620
C -4.481 1.992 1.337
C -4.065 0.280 -0.377
C -2.968 -0.452 -1.137
C -4.892 -0.783 0.363
C -4.956 1.010 -1.397
H -7.078 4.902 2.496
H -6.676 3.703 1.268
H -5.673 5.140 1.452
H -7.025 3.095 4.270
H -5.600 2.072 4.466
H -6.635 1.884 3.054
H -5.752 5.098 4.566
H -4.354 5.505 3.575
H -4.243 4.211 4.785
H -2.592 4.175 3.032
H -5.511 1.737 1.151
H -2.352 -1.002 -0.425
H -2.357 0.251 -1.706
H -3.399 -1.169 -1.836
H -4.272 -1.294 1.097
H -5.258 -1.519 -0.351
H -5.749 -0.356 0.878
H -4.413 1.843 -1.835
H -5.863 1.400 -0.941
H -5.247 0.327 -2.194
Br -2.930 -5.099 -2.516
C -1.869 -4.739 -4.083
C -2.308 -5.308 -5.268
C -1.550 -5.109 -6.410
C -0.385 -4.359 -6.349
C 0.013 -3.784 -5.147
C -0.734 -3.982 -4.004
I -0.066 -2.248 -1.766
H -3.217 -5.894 -5.293
H -1.882 -5.544 -7.343
H 0.214 -4.217 -7.239
H 0.908 -3.183 -5.096
C 0.382 -3.672 3.302
As 0.054 -3.220 1.421
C 1.684 -3.931 0.629
C -1.417 -4.425 0.952
O -0.303 -1.643 1.241
H 0.539 -4.748 3.387
H -0.457 -3.381 3.931
H 1.276 -3.149 3.641
H 2.164 -4.583 1.359
H 2.346 -3.102 0.378
H 1.449 -4.497 -0.273
H -1.083 -5.454 1.085
H -1.727 -4.269 -0.082
H -2.262 -4.221 1.615
Te 0.519 3.041 -1.233
C -1.394 3.930 -1.301
C -2.432 3.623 -2.132
C -3.484 4.560 -2.127
C -3.252 5.591 -1.275
S -1.742 5.413 -0.465
H -2.423 2.744 -2.756
H -4.357 4.484 -2.756
H -3.866 6.449 -1.086

=====

No. 2
149
Properties=species:S:1:pos:R:3 method="wB97M-V/def2-TZVPD" homo_energy_ev=-1.4910 charge=-2 gap_ev=4.97 max_force_ev_per_a=1.580 lumo_ev=3.477
Sr 0.059 0.832 -0.053
C -0.977 -1.183 3.776
N -0.188 -1.542 2.618
C 1.155 -1.924 3.002
C -0.860 -2.592 1.877
C -0.224 -2.927 0.530
N -0.225 -1.821 -0.416
C 0.849 -1.989 -1.405
C 2.203 -2.259 -0.828
C 2.723 -3.531 -0.967
C 3.979 -3.867 -0.487
C 4.738 -2.808 0.007
C 4.293 -1.500 0.102
C 2.912 -1.210 -0.177
O 2.316 -0.119 0.133
C 5.309 -0.432 0.519
C 6.701 -0.744 -0.066
C 4.934 0.959 0.002
C 5.398 -0.403 2.053
C 4.540 -5.286 -0.536
C 5.777 -5.332 -1.448
C 3.519 -6.288 -1.092
C 4.930 -5.756 0.876
C -1.471 -1.801 -1.171
C -2.747 -1.587 -0.415
C -3.671 -2.607 -0.419
C -4.968 -2.435 0.045
C -5.333 -1.133 0.348
C -4.450 -0.061 0.338
C -3.055 -0.309 0.144
O -2.115 0.512 0.452
C -5.057 1.341 0.439
C -6.355 1.395 -0.393
C -5.413 1.671 1.895
C -4.126 2.409 -0.140
C -5.914 -3.625 0.056
C -5.273 -4.760 0.869
C -6.132 -4.079 -1.396
C -7.284 -3.300 0.660
H -1.062 -2.018 4.497
H -1.978 -0.908 3.447
H -0.523 -0.330 4.279
H 1.171 -2.897 3.530
H 1.577 -1.169 3.664
H 1.790 -1.985 2.121
H -1.886 -2.268 1.701
H -0.886 -3.528 2.480
H -0.781 -3.793 0.119
H 0.810 -3.238 0.696
H 0.891 -1.073 -2.001
H 0.599 -2.833 -2.078
H 2.102 -4.269 -1.457
H 5.751 -3.028 0.315
H 6.602 -1.006 -1.118
H 7.207 -1.559 0.451
H 7.340 0.136 0.004
H 4.932 0.968 -1.085
H 5.658 1.698 0.346
H 3.948 1.256 0.339
H 5.684 -1.382 2.441
H 4.427 -0.146 2.468
H 6.132 0.332 2.387
H 5.513 -4.975 -2.441
H 6.156 -6.353 -1.535
H 6.571 -4.700 -1.062
H 3.261 -6.040 -2.119
H 2.612 -6.288 -0.491
H 3.937 -7.297 -1.081
H 5.660 -5.088 1.324
H 5.355 -6.762 0.843
H 4.051 -5.776 1.519
H -1.563 -2.764 -1.716
H -1.393 -1.011 -1.921
H -3.366 -3.566 -0.821
H -6.362 -0.935 0.603
H -7.178 0.871 0.089
H -6.186 0.950 -1.371
H -6.662 2.431 -0.531
H -6.049 0.891 2.317
H -5.947 2.620 1.953
H -4.511 1.744 2.495
H -3.860 2.147 -1.162
H -3.206 2.507 0.424
H -4.629 3.376 -0.151
H -4.325 -5.057 0.428
H -5.921 -5.637 0.907
H -5.078 -4.427 1.887
H -5.189 -4.374 -1.849
H -6.535 -3.252 -1.977
H -6.824 -4.921 -1.451
H -7.183 -2.926 1.677
H -7.904 -4.198 0.683
H -7.796 -2.552 0.058
Se 4.535 3.585 -3.530
Se 1.344 3.472 -2.183
C 2.061 4.324 -0.632
C 3.049 5.305 -0.694
C 3.432 5.913 0.485
C 2.811 5.533 1.670
C 1.857 4.531 1.621
N 1.501 3.929 0.501
C 3.613 2.261 -4.449
C 4.112 1.748 -5.654
C 3.434 0.725 -6.276
C 2.281 0.220 -5.682
C 1.850 0.812 -4.507
N 2.487 1.806 -3.917
H 3.500 5.561 -1.642
H 4.174 6.701 0.487
H 3.075 5.998 2.611
H 1.331 4.207 2.508
H 5.025 2.154 -6.064
H 3.793 0.309 -7.214
H 1.736 -0.606 -6.120
H 0.945 0.481 -4.009
S -0.650 4.495 -1.855
C -1.494 3.993 -3.332
C -1.931 5.006 -4.177
C -2.633 4.731 -5.335
C -2.903 3.407 -5.659
C -2.474 2.398 -4.832
C -1.760 2.647 -3.648
S -1.272 1.246 -2.776
H -1.717 6.032 -3.907
H -2.973 5.534 -5.977
H -3.449 3.171 -6.565
H -2.678 1.364 -5.069
N -2.273 1.881 2.898
C -2.153 3.218 2.877
C -2.520 4.031 3.970
C -2.460 5.399 3.831
C -2.026 5.942 2.627
C -1.655 5.061 1.619
N -1.705 3.752 1.737
H -2.512 1.391 3.738
H -2.076 1.373 2.030
H -2.870 3.579 4.889
H -2.756 6.044 4.652
H -1.977 7.012 2.485
H -1.313 5.420 0.658
N 1.987 2.380 4.789
C 2.845 1.731 3.939
C 2.082 1.302 2.893
N 0.788 1.672 3.089
C 0.758 2.318 4.217
H 2.228 2.834 5.654
H 3.890 1.637 4.153
H 2.356 0.756 2.011
H -0.106 2.770 4.664